<A>
{"formula": "C10H30O5", "method": "the ωB97M-V functional and the def2-TZVPD basis", "species": ["C", "C", "O", "H", "H", "H", "H", "H", "H", "C", "C", "O", "H", "H", "H", "H", "H", "H", "C", "C", "O", "H", "H", "H", "H", "H", "H", "C", "C", "O", "H", "H", "H", "H", "H", "H", "C", "C", "O", "H", "H", "H", "H", "H", "H"], "positions_angstrom": [[-0.6782, -4.0248, 5.5004], [-0.7238, -3.4184, 4.1398], [-0.6688, -2.0700, 4.4292], [0.2921, -3.9653, 5.9935], [-0.6549, -5.1113, 5.4161], [-1.4342, -3.6618, 6.1967], [-1.6248, -3.6638, 3.5776], [0.1614, -3.6944, 3.5667], [0.2224, -1.9475, 4.7645], [3.2760, 0.4286, -3.4487], [4.2951, 0.3660, -4.5512], [5.5519, -0.3438, -4.2532], [3.5293, 1.2350, -2.7604], [3.2681, -0.4411, -2.7917], [2.3372, 0.7668, -3.8873], [4.3800, 1.3827, -4.9349], [3.9267, -0.2913, -5.3388], [6.0299, -0.4180, -5.0824], [1.4467, -0.9757, 0.5344], [0.0757, -1.6128, 0.8226], [-0.6764, -1.4225, -0.3784], [1.6784, -1.3412, -0.4660], [2.2210, -1.2641, 1.2453], [1.4359, 0.1143, 0.5352], [-0.4128, -1.0895, 1.6446], [0.1542, -2.6846, 1.0048], [-1.5981, -1.6806, -0.3043], [0.2201, 3.5243, 1.5458], [-1.2810, 3.6222, 1.3715], [-1.5191, 5.0275, 1.0628], [0.6042, 2.5047, 1.5136], [0.5912, 3.8973, 2.5004], [0.6908, 4.0612, 0.7223], [-1.8050, 3.2397, 2.2475], [-1.4501, 2.9476, 0.5322], [-2.4779, 5.0707, 1.0428], [-3.8852, 1.2825, -2.1840], [-3.0964, 0.1099, -2.8054], [-2.3372, 0.6328, -3.8165], [-4.8160, 1.0990, -1.6473], [-4.1453, 1.9494, -3.0059], [-3.2761, 1.8672, -1.4946], [-3.8048, -0.5694, -3.2798], [-2.4580, -0.4291, -2.1054], [-1.5644, 0.9915, -3.3741]], "homo_lumo_gap_ha": 0.3935, "e_lumo_ev": 0.549, "smiles": "CCO.CCO.CCO.CCO.CCO"}

<B>
{"formula": "C10H30O5", "method": "the ωB97M-V functional and the def2-TZVPD basis", "species": ["C", "C", "O", "H", "H", "H", "H", "H", "H", "C", "C", "O", "H", "H", "H", "H", "H", "H", "C", "C", "O", "H", "H", "H", "H", "H", "H", "C", "C", "O", "H", "H", "H", "H", "H", "H", "C", "C", "O", "H", "H", "H", "H", "H", "H"], "positions_angstrom": [[0.2017, 1.2902, -3.4199], [-1.3167, 1.2636, -3.5539], [-1.8009, 2.5719, -3.2207], [0.6586, 0.3284, -3.6664], [0.5593, 1.4821, -2.4071], [0.5647, 2.0349, -4.1257], [-1.8349, 0.5380, -2.9233], [-1.4822, 1.0665, -4.6200], [-2.7596, 2.5671, -3.3044], [-1.7693, -4.0239, 1.2383], [-0.9911, -4.6662, 0.1150], [-0.3258, -3.6740, -0.6791], [-1.1533, -3.4902, 1.9594], [-2.3473, -4.7762, 1.7734], [-2.4735, -3.3187, 0.7869], [-1.7072, -5.2441, -0.4706], [-0.1977, -5.2951, 0.5235], [0.0305, -4.1444, -1.4388], [3.9276, -0.5262, 2.0624], [4.5119, -1.6504, 2.9014], [5.9342, -1.5777, 3.0906], [4.5563, 0.3681, 2.0659], [2.8864, -0.3282, 2.2905], [4.0155, -0.8154, 1.0090], [4.3251, -2.6042, 2.3931], [4.0841, -1.7384, 3.8987], [6.3505, -1.7870, 2.2497], [-2.3522, 5.0200, 0.8479], [-2.1402, 3.8218, -0.0633], [-0.9940, 4.0537, -0.8485], [-3.3064, 4.9638, 1.3762], [-2.3213, 5.9343, 0.2558], [-1.5923, 5.1205, 1.6272], [-3.0226, 3.8048, -0.7244], [-2.2169, 2.8904, 0.5038], [-1.0412, 3.5117, -1.6575], [-0.9186, 0.4673, 0.2971], [-0.2613, -0.7606, 0.9206], [0.9764, -1.0111, 0.2318], [-0.8073, 0.4377, -0.7834], [-0.4195, 1.3853, 0.6107], [-1.9881, 0.5070, 0.5207], [-0.9329, -1.5999, 0.7625], [0.0298, -0.6398, 1.9630], [0.8614, -1.7575, -0.3679]], "homo_lumo_gap_ha": 0.3714, "e_lumo_ev": 0.429, "smiles": "CCO.CCO.CCO.CCO.CCO"}

<C>
{"formula": "C10H30O5", "method": "the ωB97M-V functional and the def2-TZVPD basis", "species": ["C", "C", "O", "H", "H", "H", "H", "H", "H", "C", "C", "O", "H", "H", "H", "H", "H", "H", "C", "C", "O", "H", "H", "H", "H", "H", "H", "C", "C", "O", "H", "H", "H", "H", "H", "H", "C", "C", "O", "H", "H", "H", "H", "H", "H"], "positions_angstrom": [[-2.2165, 0.4461, 0.7822], [-0.9685, 0.8291, 0.0012], [0.0675, 0.1201, 0.4982], [-3.0025, 1.1261, 0.6412], [-1.8275, 0.5151, 1.9122], [-2.5885, -0.5619, 0.6252], [-0.8855, 1.9001, 0.0192], [-1.1175, 0.4941, -1.0538], [0.9155, 0.2231, -0.0458], [3.7535, -0.5509, -0.3248], [3.4795, 0.8071, -0.9708], [2.2605, 1.4251, -0.7598], [3.0015, -1.2699, -0.7798], [3.5025, -0.5469, 0.7192], [4.6125, -0.9539, -0.5188], [3.7405, 0.6361, -1.9308], [4.2365, 1.4451, -0.5588], [2.3105, 2.1911, -1.2768], [0.0385, -0.2199, 4.5012], [-0.1515, -1.5769, 3.6342], [0.7695, -1.6069, 2.5552], [-0.2675, 0.7301, 3.9572], [0.9055, 0.0741, 4.9042], [-0.6555, -0.2969, 5.3072], [-0.9195, -1.7109, 2.9702], [-0.1615, -2.5229, 4.1182], [0.3815, -1.0569, 1.9332], [-0.7075, -3.9849, 0.1682], [0.4605, -3.5059, -0.6498], [0.0335, -2.3949, -1.3488], [-1.5175, -4.5109, -0.3208], [-0.8925, -3.1689, 0.9662], [-0.4725, -4.9439, 0.7382], [0.8195, -4.3079, -1.2148], [1.3885, -3.3779, 0.0682], [0.0475, -1.6539, -0.6818], [-0.9585, 3.2501, -3.0098], [-2.5265, 3.7401, -2.9988], [-3.2885, 3.3101, -4.0778], [-0.1905, 3.4271, -2.1978], [-0.6925, 3.9141, -3.8128], [-0.8905, 2.1731, -3.2958], [-2.5915, 4.8651, -2.7968], [-3.0705, 3.3761, -2.2148], [-4.1625, 3.7051, -4.1778]], "homo_lumo_gap_ha": 0.3741, "e_lumo_ev": 0.517, "smiles": "CCO.CCO.CCO.CCO.CCO"}

On energetic grounds, <B> is preferred over the next structure by 1.184 eV.

<A>
{"formula": "C4H5N3O2", "method": "the ωB97M-V functional and the def2-TZVPD basis", "species": ["C", "C", "C", "C", "N", "N", "N", "O", "O", "H", "H", "H", "H", "H"], "positions_angstrom": [[-0.2316, -1.7618, -1.3147], [1.0513, 1.4968, -0.8376], [1.3397, 0.7413, 0.0511], [1.7583, -0.0912, 1.1394], [-1.0770, -1.0193, -1.0379], [-2.0445, -0.3260, -0.8106], [-2.4270, 0.4043, 0.2820], [-3.5896, 0.7656, 0.1878], [-1.6335, 0.7332, 1.1319], [0.6665, -2.2603, -1.5485], [0.7767, 2.1423, -1.6314], [1.4710, 0.3691, 2.0760], [1.1259, -0.9428, 1.0442], [2.8136, -0.2512, 1.2684]], "homo_lumo_gap_ha": 0.3619, "e_lumo_ev": 0.014}

<B>
{"formula": "C4H5N3O2", "method": "the ωB97M-V functional and the def2-TZVPD basis", "species": ["C", "C", "N", "O", "O", "C", "N", "C", "N", "H", "H", "H", "H", "H"], "positions_angstrom": [[0.8015, -1.4689, 0.3157], [0.0255, -0.1362, 0.0645], [-1.5953, -0.4159, 0.0113], [-1.8939, -1.5369, -0.2265], [-2.3270, 0.5145, 0.1824], [0.1896, 0.7163, -1.1795], [0.3956, 1.9139, -0.8938], [0.2940, 1.9776, 0.5552], [0.1418, 0.8530, 1.0924], [0.0537, -2.3878, 0.4279], [1.4769, -1.4881, 1.2624], [1.6097, -1.7240, -0.5321], [0.2753, 0.3250, -2.1764], [0.5526, 2.8577, 1.0963]], "homo_lumo_gap_ha": 0.3801, "e_lumo_ev": -0.403, "smiles": "C[C@]1([N+](=O)[O-])C=NC=N1"}

<C>
{"formula": "C4H5N3O2", "method": "the ωB97M-V functional and the def2-TZVPD basis", "species": ["C", "C", "C", "C", "H", "H", "H", "H", "H", "N", "N", "N", "O", "O"], "positions_angstrom": [[1.7741, -0.8244, 0.0144], [-0.4487, 0.0809, 0.2054], [-1.4584, 1.0472, -0.3316], [-2.4151, -0.8792, 0.1259], [2.8889, 0.8490, -0.5110], [1.9434, 1.8310, 1.0851], [1.2251, -1.9185, -0.2870], [-1.6795, 2.0910, -0.4652], [-3.3565, -1.5296, 0.0319], [1.7000, 1.5510, 0.0753], [0.9221, 0.2745, 0.4697], [-1.1104, -1.1128, 0.2095], [3.0182, -0.8083, -0.3875], [-2.5576, 0.4510, -0.2650]], "homo_lumo_gap_ha": 0.3331, "e_lumo_ev": 0.566}

<D>
{"formula": "C4H5N3O2", "method": "the ωB97M-V functional and the def2-TZVPD basis", "species": ["C", "C", "C", "C", "N", "N", "N", "O", "O", "H", "H", "H", "H", "H"], "positions_angstrom": [[-1.3935, 1.0942, -1.0357], [-0.4590, 0.0867, -1.0431], [-0.5628, 1.0656, 0.9125], [1.0624, -0.6494, 0.9091], [-1.3980, 1.7286, 0.1883], [0.0709, 0.0698, 0.2303], [2.8081, 0.3985, -0.1050], [3.5749, -0.1980, -0.7982], [2.5538, 1.5658, 0.0108], [-2.1168, 1.4348, -1.8135], [-0.0932, -0.5900, -1.7703], [-0.1740, 1.2689, 1.8311], [1.4063, -1.7520, 0.9692], [1.2793, -0.1279, 1.8002]], "homo_lumo_gap_ha": [0.3035, 0.2802], "e_lumo_ev": [-0.918, -1.094]}

On energetic grounds, <B> is preferred over the next structure by 0.981 eV.

<A>
{"formula": "C2H3F3O2", "method": "the ωB97M-V functional and the def2-TZVPD basis", "species": ["C", "C", "O", "O", "F", "F", "F", "H", "H", "H"], "positions_angstrom": [[0.5901, -0.8085, 0.2116], [0.9745, 0.5745, 0.0777], [-2.1948, 0.2516, -0.0833], [-1.4291, 1.4087, 0.0902], [1.1496, -1.6103, -0.7173], [1.3607, 1.2037, 1.0855], [1.3916, 1.1514, -1.0252], [0.9642, -1.2457, 1.0697], [-0.4959, -1.0176, 0.2549], [-2.3108, 0.0923, -0.9637]], "homo_lumo_gap_ha": [0.3944, 0.2667], "e_lumo_ev": [0.243, -0.996]}

<B>
{"formula": "C2H3F3O2", "method": "the ωB97M-V functional and the def2-TZVPD basis", "species": ["C", "C", "O", "O", "F", "F", "F", "H", "H", "H"], "positions_angstrom": [[-0.9893, 0.0770, -0.4793], [0.4133, 0.1501, 0.2569], [0.7116, 1.2252, 0.9201], [0.7745, -1.0007, 0.7752], [-2.0196, 0.4504, 0.3105], [-1.1134, -1.2079, -0.7942], [1.4029, 0.2459, -1.2562], [-0.8403, 0.6700, -1.4562], [1.4737, 1.0320, 1.5277], [0.1866, -1.6419, 0.1954]], "homo_lumo_gap_ha": 0.4458, "e_lumo_ev": 0.503}

On energetic grounds, <B> is preferred over the next structure by 5.614 eV.

<A>
{"formula": "C43H36N3O6P2Pt", "method": "the ωB97M-V functional and the def2-TZVPD basis", "species": ["Pt", "O", "N", "C", "C", "C", "C", "C", "C", "C", "P", "C", "C", "C", "C", "C", "C", "C", "C", "C", "C", "C", "C", "H", "H", "H", "H", "H", "H", "H", "H", "H", "H", "H", "H", "H", "H", "H", "H", "C", "C", "N", "C", "C", "N", "C", "O", "O", "C", "O", "O", "H", "H", "H", "H", "H", "O", "P", "C", "C", "C", "C", "C", "C", "C", "C", "C", "C", "C", "C", "C", "C", "C", "C", "C", "C", "H", "H", "H", "H", "H", "H", "H", "H", "H", "H", "H", "H", "H", "H", "H"], "positions_angstrom": [[-0.0648, -1.1432, -0.4124], [-1.3399, -0.3796, -3.0669], [-1.6753, -1.1055, -1.9209], [-2.9311, -1.0870, -1.7266], [-3.6678, -1.7518, -0.6414], [-5.0540, -1.7096, -0.8074], [-5.9150, -2.2422, 0.1341], [-5.3919, -2.8014, 1.2881], [-4.0178, -2.8465, 1.4661], [-3.1313, -2.3579, 0.5071], [-1.3331, -2.5260, 0.8257], [-0.9883, -4.3126, 0.7254], [-1.9185, -5.3246, 0.9538], [-1.5264, -6.6566, 0.9293], [-0.2038, -6.9931, 0.6790], [0.7248, -5.9936, 0.4235], [0.3306, -4.6643, 0.4364], [-1.2619, -2.1266, 2.6082], [-1.2125, -0.7713, 2.9455], [-1.1907, -0.3872, 4.2780], [-1.2016, -1.3489, 5.2818], [-1.2358, -2.6958, 4.9514], [-1.2707, -3.0852, 3.6178], [-0.3977, -0.5894, -3.1856], [-3.5304, -0.5418, -2.4520], [-5.4579, -1.2358, -1.6945], [-6.9846, -2.2023, -0.0230], [-6.0481, -3.1955, 2.0535], [-3.6269, -3.2511, 2.3912], [-2.9607, -5.0894, 1.1266], [-2.2613, -7.4327, 1.1012], [0.0990, -8.0323, 0.6645], [1.7509, -6.2522, 0.1930], [1.0378, -3.8808, 0.1899], [-1.1730, -0.0243, 2.1574], [-1.1532, 0.6643, 4.5342], [-1.1823, -1.0484, 6.3218], [-1.2332, -3.4465, 5.7319], [-1.2766, -4.1393, 3.3651], [2.1289, -2.1805, 2.3955], [2.6013, -1.0785, 1.5214], [2.1761, -0.7342, 0.3215], [3.0303, 0.2853, -0.1105], [3.9407, 0.5653, 0.8926], [3.6450, -0.3026, 1.8837], [5.0909, 1.4889, 1.2217], [5.5328, 2.3175, 0.3067], [5.5614, 1.4027, 2.3277], [3.0385, 0.9721, -1.4150], [3.8652, 1.8325, -1.6564], [1.3549, -0.5551, -2.4173], [1.0627, -2.3197, 2.2956], [2.3540, -1.9610, 3.4391], [2.6301, -3.1123, 2.1275], [4.1718, -0.3099, 2.7483], [4.9768, 2.2359, -0.5098], [-0.0784, 1.3144, -0.0985], [0.2607, 2.4182, -1.0560], [-1.1523, 3.4279, -1.5323], [-1.3666, 4.6576, -0.9098], [-2.5192, 5.3830, -1.1795], [-3.4590, 4.8875, -2.0701], [-3.2562, 3.6584, -2.6871], [-2.1111, 2.9270, -2.4178], [1.4795, 3.5175, -0.3193], [2.0892, 4.5439, -1.0408], [3.0430, 5.3435, -0.4334], [3.3958, 5.1164, 0.8930], [2.7900, 4.0982, 1.6153], [1.8323, 3.2936, 1.0093], [1.0343, 1.8455, -2.5883], [2.0443, 0.7102, -2.5740], [2.8398, 0.6137, -3.8495], [2.6137, 1.3810, -4.9328], [1.6281, 2.3920, -4.8946], [0.8891, 2.6059, -3.7140], [-0.6376, 5.0503, -0.2137], [-2.6796, 6.3373, -0.6954], [-4.3535, 5.4586, -2.2840], [-3.9931, 3.2718, -3.3798], [-1.9581, 1.9646, -2.8912], [1.8225, 4.7170, -2.0777], [3.5173, 6.1399, -0.9920], [4.1526, 5.7327, 1.3615], [3.0667, 3.9292, 2.6480], [1.3484, 2.4909, 1.5539], [2.0067, -1.2696, -2.4124], [3.5997, -0.1619, -3.8692], [3.1932, 1.2262, -5.8335], [1.4534, 3.0160, -5.7600], [0.1782, 3.4227, -3.6976]], "charge": 1, "homo_lumo_gap_ha": [0.2318, 0.2329], "e_lumo_ev": [-3.103, -4.125], "spin_multiplicity": 3, "s_squared": 2.044}

<B>
{"formula": "C43H36N3O6P2Pt", "method": "the ωB97M-V functional and the def2-TZVPD basis", "species": ["Pt", "O", "N", "C", "C", "C", "C", "C", "C", "C", "P", "C", "C", "C", "C", "C", "C", "C", "C", "C", "C", "C", "C", "H", "H", "H", "H", "H", "H", "H", "H", "H", "H", "H", "H", "H", "H", "H", "H", "C", "C", "N", "C", "C", "N", "C", "O", "O", "C", "O", "O", "H", "H", "H", "H", "H", "O", "P", "C", "C", "C", "C", "C", "C", "C", "C", "C", "C", "C", "C", "C", "C", "C", "C", "C", "C", "H", "H", "H", "H", "H", "H", "H", "H", "H", "H", "H", "H", "H", "H", "H"], "positions_angstrom": [[0.2262, 0.4192, -0.2444], [-1.7503, -1.0083, 1.6072], [-1.5124, 0.3013, 1.2622], [-2.5424, 1.0339, 1.3153], [-2.5114, 2.4794, 1.0389], [-3.7388, 3.1243, 1.1640], [-3.8691, 4.4839, 0.9420], [-2.7588, 5.2277, 0.5817], [-1.5233, 4.6065, 0.4610], [-1.3730, 3.2401, 0.6903], [0.3024, 2.5409, 0.5893], [1.2653, 3.6950, -0.4180], [2.2429, 4.5326, 0.1087], [2.9503, 5.3857, -0.7313], [2.6719, 5.4173, -2.0892], [1.6860, 4.5911, -2.6195], [0.9938, 3.7251, -1.7890], [0.9762, 2.5754, 2.2598], [0.2110, 2.9471, 3.3604], [0.7642, 2.8938, 4.6352], [2.0756, 2.4775, 4.8091], [2.8447, 2.1103, 3.7108], [2.2963, 2.1563, 2.4410], [-0.8492, -1.3401, 1.7783], [-3.4903, 0.5838, 1.6035], [-4.6085, 2.5397, 1.4435], [-4.8355, 4.9595, 1.0518], [-2.8478, 6.2917, 0.4008], [-0.6575, 5.1980, 0.1906], [2.4502, 4.5261, 1.1726], [3.7138, 6.0334, -0.3188], [3.2200, 6.0902, -2.7372], [1.4607, 4.6249, -3.6788], [0.2258, 3.0754, -2.1973], [-0.8138, 3.2767, 3.2307], [0.1659, 3.1777, 5.4930], [2.5017, 2.4364, 5.8036], [3.8667, 1.7786, 3.8469], [2.8943, 1.8632, 1.5840], [2.8888, 1.0125, -3.2224], [3.2136, 0.4169, -1.8998], [2.3623, 0.1575, -0.9276], [3.0745, -0.4084, 0.1101], [4.3881, -0.4875, -0.2487], [4.4461, 0.0326, -1.5129], [5.6701, -0.9421, 0.3657], [5.6189, -1.3971, 1.5935], [6.6807, -0.8343, -0.2865], [2.3742, -0.9080, 1.3259], [3.0213, -1.4644, 2.2141], [1.0948, -0.7524, 1.3444], [1.8171, 1.1947, -3.2736], [3.1651, 0.3328, -4.0296], [3.4122, 1.9588, -3.3664], [5.3167, 0.0963, -2.0225], [4.6781, -1.3431, 1.9537], [-0.5777, -1.2522, -1.4000], [-0.4007, -2.6287, -2.0019], [-1.9915, -3.4217, -2.1858], [-2.4031, -3.9961, -3.3865], [-3.6483, -4.6085, -3.4667], [-4.4756, -4.6452, -2.3540], [-4.0716, -4.0627, -1.1565], [-2.8331, -3.4485, -1.0692], [0.3830, -2.5379, -3.6116], [1.0526, -3.6351, -4.1560], [1.6276, -3.5367, -5.4148], [1.5367, -2.3463, -6.1286], [0.8704, -1.2530, -5.5891], [0.2924, -1.3470, -4.3293], [0.6329, -3.6992, -1.0058], [1.9420, -3.2710, -0.7657], [2.7939, -4.0311, 0.0160], [2.3470, -5.2365, 0.5494], [1.0567, -5.6794, 0.2956], [0.1946, -4.9141, -0.4823], [-1.7577, -3.9642, -4.2558], [-3.9726, -5.0528, -4.3995], [-5.4436, -5.1282, -2.4181], [-4.7263, -4.0862, -0.2938], [-2.5222, -2.9721, -0.1451], [1.1331, -4.5578, -3.5911], [2.1509, -4.3849, -5.8391], [1.9866, -2.2724, -7.1123], [0.7965, -0.3305, -6.1537], [-0.2375, -0.5062, -3.8963], [2.2893, -2.3407, -1.2055], [3.8036, -3.6911, 0.2125], [3.0104, -5.8335, 1.1642], [0.7172, -6.6234, 0.7038], [-0.8122, -5.2624, -0.6736]], "charge": 1, "homo_lumo_gap_ha": [0.2658, 0.2907], "e_lumo_ev": [-2.605, -3.784], "spin_multiplicity": 3, "s_squared": 2.009}

On energetic grounds, <B> is preferred over the next structure by 2.163 eV.